# 1
Computed, not measured: C31H36BF5O2 as an isolated structure in a non-equilibrium geometry, with the ωB97M-V functional and the def2-TZVPD basis.

Calculated values
- Molar mass: 546.43 g/mol
- Max |F|: 1.39 eV/A
- Energy relative to the best compared isomer or geometry (same formula, charge and spin): 52.1 kcal per mole
- Lowest unoccupied orbital energy: -3.5 eV

The geometry in ORCA input format:
```
! RIJCOSX wB97M-V def2-TZVPD def2/J DEFGRID3
* xyz 0 1
C -1.22940 4.35987 -0.49273
C -0.10533 3.94436 0.42816
C 0.89417 5.09944 0.54443
C -0.55576 3.40109 1.86522
C -0.66191 4.46786 2.93910
C -1.86160 2.61962 1.79958
O 0.50206 2.50399 2.21824
B 1.18643 2.24155 1.00490
C 2.77802 2.48807 1.05762
C 3.37276 2.72657 2.29116
C 4.72980 3.03996 2.36486
C 5.45445 3.08204 1.17683
C 6.92369 3.40129 1.26087
F 7.54844 3.39236 0.04902
F 7.15874 4.63621 1.80705
F 7.59203 2.50067 2.04870
C 4.88212 2.84385 -0.06791
C 3.52005 2.53687 -0.11576
C 0.76282 0.21042 0.73202
C 1.37483 -0.37971 1.96690
C 1.38843 -0.13210 -0.57643
O 0.56024 2.81143 -0.13379
H -1.77400 5.18600 -0.02112
H -0.80157 4.71608 -1.43600
H -1.91066 3.52924 -0.70182
H 0.38210 6.00348 0.89372
H 1.73384 4.87255 1.21685
H 1.31480 5.30349 -0.44795
H -1.43934 5.18726 2.65268
H -0.94441 4.00365 3.89122
H 0.28946 4.99432 3.07830
H -2.69830 3.30804 1.62411
H -1.83988 1.86080 1.00592
H -2.02724 2.11327 2.75841
H 2.78688 2.69956 3.20448
H 5.18629 3.27625 3.32779
H 5.45967 2.92415 -0.98922
H 3.06023 2.37036 -1.08545
H -0.33734 0.25824 0.72304
H 0.93173 0.07360 2.85823
H 1.26987 -1.47317 2.03391
H 2.44467 -0.15205 1.99304
H 0.98603 0.51407 -1.35851
H 2.46416 0.05084 -0.54025
H 1.24815 -1.17945 -0.87450
C -6.34154 -0.60594 -2.70063
C -5.51112 -1.77902 -2.34149
C -4.24946 -1.58734 -1.77308
F -3.83645 -0.29555 -1.55823
C -3.41477 -2.61905 -1.40484
C -3.86301 -3.95718 -1.59601
C -3.12597 -5.09290 -1.17683
C -1.73602 -5.30883 -1.15997
C -0.76423 -4.36169 -1.60947
C 0.57092 -4.69674 -1.50284
F 1.51103 -3.77322 -1.88845
C 1.02486 -5.92863 -1.03088
C 2.47669 -6.21720 -0.97300
C 0.06611 -6.88647 -0.65600
C -1.28054 -6.59005 -0.71231
C -5.15304 -4.16527 -2.17591
C -5.94555 -3.10063 -2.54869
H -7.27219 -0.95528 -3.14880
H -6.58954 0.00356 -1.82502
H -5.83559 0.04737 -3.41909
H -2.45165 -2.42943 -0.92786
H -3.72993 -5.97415 -0.93508
H -1.07919 -3.40738 -2.02130
H 2.61463 -7.23866 -0.61535
H 2.95546 -6.13359 -1.95508
H 3.00157 -5.53835 -0.29226
H 0.40084 -7.86037 -0.30479
H -2.03271 -7.31641 -0.40514
H -5.48477 -5.19726 -2.32020
H -6.92507 -3.27067 -2.99632
*
```



# 2
Computed, not measured: a 2-piece molecular cluster, C6H10O overall in a non-equilibrium geometry, with the ωB97M-V functional and the def2-TZVPD basis.

Calculated values
- Molar mass: 98.14 g/mol
- SMILES: C=C1CO1.C=CC
- Max |F|: 4.77 eV/A
- Energy relative to the best compared isomer or geometry (same formula, charge and spin): 107.9 kcal per mole
- Lowest unoccupied orbital energy: 1.1 eV

The geometry in ORCA input format:
```
! RIJCOSX wB97M-V def2-TZVPD def2/J DEFGRID3
* xyz 0 1
C 1.08585 1.54480 0.85537
C 0.61412 0.24562 1.22596
C -0.66239 -0.13373 1.55749
C -0.52430 -0.49822 -1.17452
C -1.03536 -1.73172 -0.91635
O -1.86041 -0.56948 -1.20956
C 0.39074 0.12865 -1.91062
H 0.25282 2.07897 0.41835
H 1.37552 2.06226 1.77655
H 2.02499 1.44672 0.31474
H 1.44083 -0.25600 1.72552
H -0.85130 -0.75336 2.41925
H -1.48158 0.53360 1.30226
H -1.00182 -2.52570 -1.64697
H -0.99205 -2.21026 0.04805
H 0.07676 1.06236 -2.34985
H 1.14759 -0.42450 -2.43569
*
```



# 3
Computed, not measured: one molecule with the formula C7H7Cl2NO in a non-equilibrium geometry, with the ωB97M-V functional and the def2-TZVPD basis.

Calculated values
- Molar mass: 192.04 g/mol
- SMILES: COc1cc(N)c(Cl)cc1Cl
- Max |F|: 12.58 eV/A
- Energy relative to the best compared isomer or geometry (same formula, charge and spin): 61.7 kcal per mole
- Lowest unoccupied orbital energy: 0.7 eV

The geometry in ORCA input format:
```
! RIJCOSX wB97M-V def2-TZVPD def2/J DEFGRID3
* xyz 0 1
C -0.35134 -0.58910 -3.47281
C 0.08197 0.17846 -1.30700
C 0.61651 -1.14443 -0.75553
C 0.66680 -1.41448 0.56011
C 0.17916 -0.38121 1.45641
C -0.28315 0.84371 1.03077
C -0.39622 1.06318 -0.30650
H 0.33882 -1.23755 -3.68882
H -0.57603 -0.01125 -4.46889
H -1.13293 -1.18351 -3.20245
H 0.86651 -1.99853 -1.62563
H 1.75440 -3.13859 0.31712
H 1.14654 -2.89528 1.81383
H -0.62331 1.68019 1.72150
N 1.07123 -2.58592 1.01610
O -0.01301 0.48649 -2.62191
Cl 0.27367 -0.71815 3.18709
Cl -0.99431 2.58034 -0.84807
*
```



| no. | gap between HOMO and LUMO (eV) |
| --- | --- |
| 1 | 2.03 |
| 2 | 9.56 |
| 3 | 8.69 |